Molecular formula: C36H29IN8PPt
Method: DFT, the ωB97M-V functional and the def2-TZVPD basis

```
76
Properties=species:S:1:pos:R:3
Pt -0.992 -0.795 -0.460
C -1.506 2.013 -3.711
C -1.282 0.827 -3.034
N -1.289 0.802 -1.699
C -1.539 1.956 -1.017
C -1.713 3.130 -1.746
N -1.696 3.159 -3.066
C -1.643 1.830 0.439
C -2.121 2.760 1.319
C -2.321 2.424 2.685
C -2.085 1.069 3.061
C -1.606 0.172 2.152
N -1.312 0.576 0.880
C -1.401 -1.266 2.336
C -1.520 -1.953 3.542
N -1.330 -3.255 3.642
C -0.992 -3.917 2.540
C -0.852 -3.278 1.320
N -1.070 -1.963 1.218
C -2.816 3.393 3.643
C -2.706 3.165 5.034
C -3.184 4.089 5.945
N -3.734 5.152 5.411
C -3.907 5.504 4.160
C -3.428 4.599 3.231
H -1.513 2.034 -4.793
H -1.080 -0.101 -3.550
H -1.867 4.075 -1.238
H -2.347 3.751 0.955
H -2.340 0.725 4.053
H -1.773 -1.424 4.452
H -0.832 -4.984 2.622
H -0.582 -3.810 0.419
H -2.211 2.295 5.438
H -3.117 4.004 7.023
H -4.413 6.434 3.931
H -3.589 4.842 2.192
N 1.237 -2.645 -1.708
P 1.575 -1.099 -1.113
C 1.917 0.037 -2.453
C 1.727 1.405 -2.250
C 2.109 2.308 -3.229
C 2.665 1.845 -4.415
C 2.863 0.484 -4.618
C 2.502 -0.422 -3.635
C 3.106 -1.386 -0.247
C 3.451 -2.651 0.242
C 4.709 -2.861 0.776
C 5.606 -1.805 0.880
C 5.250 -0.533 0.442
C 4.010 -0.321 -0.131
C 0.025 -3.012 -2.267
C -0.076 -4.096 -3.139
C -1.314 -4.436 -3.634
C -2.435 -3.689 -3.265
C -2.262 -2.637 -2.407
N -1.048 -2.299 -1.907
H 2.027 -3.218 -1.980
H 1.313 1.767 -1.314
H 1.978 3.370 -3.071
H 2.958 2.549 -5.183
H 3.313 0.134 -5.537
H 2.686 -1.478 -3.790
H 2.739 -3.466 0.219
H 4.987 -3.844 1.130
H 6.586 -1.971 1.305
H 5.952 0.285 0.524
H 3.761 0.660 -0.517
H 0.812 -4.648 -3.417
H -1.415 -5.275 -4.310
H -3.421 -3.926 -3.637
H -3.091 -2.022 -2.082
I 2.117 -1.352 3.335
C 1.566 0.389 2.446
H 2.097 0.679 1.553
H 1.123 1.146 3.075
```

Calculated values
<S²>: 6.059
Total charge: +3
Multiplicity: 5
DFT total energy (eV): -70332.492
Gap between HOMO and LUMO (spin up / spin down) (eV): 5.24 / 5.51
LUMO level (spin up / spin down) (Eh): -0.310 / -0.389
Relative energy (zero: lowest compared OMol25 entry of this formula, charge and spin) (kJ/mol): 4.6

Mulliken population analysis, charges in e, atoms 1 to 4:
1. Pt 0.795
2. C -0.679
3. C 0.052
4. N 0.155